No. 1
DFT (ωB97M-V with the def2-TZVPD basis set) results for a molecular structure, C3H7N3O.

Maximum force, eV/A: 9.521
Molar mass, g mol⁻¹: 101.11
HOMO energy, eV: -9.146

```
14
Properties=species:S:1:pos:R:3:forces:R:3
C 0.31234 -1.19097 0.38508 -2.19 1.46 3.60
C -0.67450 -0.97829 -0.82298 1.60 -2.15 -2.96
C 0.33098 1.37253 -0.07686 -0.11 7.57 1.45
H -0.63433 -2.80604 0.91617 5.42 0.72 1.96
H -0.32272 -0.47156 1.12818 1.89 -1.17 -0.91
H 1.33676 -0.85583 0.35753 -0.03 0.19 -0.67
H -0.75681 -1.88901 -1.50618 -0.15 1.37 0.82
H -1.47775 1.98332 -0.95260 0.65 -0.63 0.80
H 1.17882 0.74782 -0.03995 -0.43 -1.39 -0.40
H 1.72646 2.61491 1.01051 -3.87 -0.14 -3.48
N -1.16383 0.15186 -1.31596 -0.77 -9.30 -1.65
N -1.05351 1.11511 -0.55788 3.98 7.91 3.50
N 0.66802 2.64941 0.26927 1.44 -4.01 2.04
O 0.53009 -2.44325 1.20568 -7.42 -0.43 -4.11
```
Forces are in eV/Å.

Results of the Mulliken charge analysis, in e, for atoms 1 through 6: -0.49 0.10 0.04 0.39 0.36 0.16

***

No. 2
DFT (ωB97M-V with the def2-TZVPD basis set) results for a molecular structure, C25H31BrN10RuS.

Charge: +1
Multiplicity: 2
Maximum force, eV/A: 3.774
Molar mass, g mol⁻¹: 684.63
HOMO energy (alpha / beta), eV: -10.313 / -10.321

```
69
Properties=species:S:1:pos:R:3:forces:R:3
Ru -0.62528 0.64433 0.01644 -3.55 1.27 -0.02
S -1.59628 2.57663 1.60524 0.67 -1.13 -1.58
C -0.93558 1.61103 2.86414 -0.05 -0.13 0.37
C -0.69808 2.16073 4.12994 0.06 -0.20 0.04
C -0.19988 1.35033 5.12314 -0.13 -0.06 -0.14
C -0.01798 -0.00587 4.85424 -0.06 -0.15 -0.09
C -0.28228 -0.46487 3.57714 0.02 0.03 0.57
N -0.68618 0.32213 2.58004 0.39 0.30 -0.06
H -0.91248 3.20613 4.28454 0.06 0.09 0.08
H 0.02342 1.75133 6.10044 -0.02 0.02 0.09
H 0.30562 -0.68577 5.62684 0.05 -0.08 0.00
H -0.18718 -1.52137 3.34704 0.09 -0.06 -0.02
N 2.28142 -0.80187 1.83724 -0.10 0.18 0.12
C 2.67992 0.26973 1.12404 0.14 -0.22 0.04
N 3.95632 0.59583 1.23194 0.48 0.23 0.03
C 4.37592 1.60413 0.45934 -0.30 -0.71 0.55
N 5.65232 1.97793 0.55164 0.05 0.09 -0.13
N 3.57992 2.26603 -0.38476 -0.64 0.49 -0.63
C 2.30612 1.90793 -0.39716 1.21 -1.22 1.22
N 1.78762 0.88583 0.32394 -0.49 0.73 -0.45
C 1.41032 2.72743 -1.19076 -0.93 0.97 -0.94
C 1.90662 3.53813 -2.21726 -0.05 -0.35 0.53
C 1.05072 4.42193 -2.83776 -0.53 0.01 0.17
C -0.26798 4.50503 -2.38436 0.53 0.06 -0.12
C -0.68928 3.63643 -1.39766 -0.19 -0.07 0.21
N 0.11282 2.73403 -0.83626 0.84 -1.41 -0.58
H 2.93222 -1.11397 2.53954 -0.07 -0.04 0.03
H 1.29392 -0.93047 1.99754 0.20 0.08 -0.03
H 6.25482 1.53963 1.22664 -0.03 -0.02 -0.09
H 5.98592 2.72373 -0.03406 0.02 -0.01 0.09
H 2.94772 3.44813 -2.48146 0.06 0.09 -0.01
H 1.40042 5.05293 -3.63946 0.01 0.08 -0.07
H -0.95188 5.23363 -2.79156 -0.07 -0.01 -0.03
H -1.70088 3.67433 -1.01476 -0.02 -0.10 -0.11
Br -6.69408 -2.54567 2.17744 0.37 0.19 -0.15
C -5.07218 -1.74267 1.61184 0.03 0.04 0.10
C -3.91578 -2.50407 1.49154 -0.17 0.12 0.02
C -2.75338 -1.86537 1.09594 0.03 -0.22 0.11
N -2.68738 -0.56767 0.81844 0.94 0.34 -0.65
C -3.80038 0.15173 0.93184 -0.14 0.24 -0.08
C -5.01098 -0.38377 1.33524 -0.10 -0.29 0.08
H -3.92128 -3.56077 1.70554 0.04 -0.07 0.01
H -1.83118 -2.42457 1.00554 -0.01 -0.02 0.02
H -3.71828 1.20563 0.69664 -0.02 -0.11 0.06
H -5.88168 0.24613 1.43254 -0.03 0.03 -0.03
C -2.07528 0.82183 -1.71326 1.23 0.16 1.09
H -1.51098 0.98423 -2.63446 0.04 -0.02 0.11
H -2.69188 1.69413 -1.51006 0.01 0.07 0.07
H -2.71768 -0.05087 -1.80776 0.21 -0.09 0.20
C 0.83152 -2.46817 -0.46186 0.41 -0.34 0.16
C 1.39862 -3.65337 -1.29556 -0.07 0.14 0.27
N 1.10912 -3.42177 -2.69206 0.40 -0.64 -0.42
C 1.65332 -2.15307 -3.11496 -0.06 0.38 0.00
C 0.94542 -1.00627 -2.33266 0.51 0.01 -0.50
N 0.05142 -1.58507 -1.32716 -0.19 1.38 0.65
C -0.98298 -2.36557 -2.00566 -0.39 -0.13 -0.23
C -0.31888 -3.43817 -2.90926 -0.15 0.07 0.13
H 1.64542 -1.88667 -0.02986 -0.20 -0.12 -0.06
H 0.19222 -2.83197 0.34584 0.01 0.07 0.06
H 0.94782 -4.60177 -0.99786 0.03 0.00 0.00
H 2.47902 -3.73447 -1.16616 -0.01 -0.04 0.03
H 1.48402 -2.05117 -4.18696 0.09 0.05 -0.04
H 2.72942 -2.15167 -2.93366 0.00 0.00 -0.03
H 0.34942 -0.38767 -3.00716 0.02 0.04 0.11
H 1.67782 -0.37457 -1.82326 -0.14 -0.03 -0.10
H -1.59298 -1.69257 -2.60356 -0.08 0.05 0.08
H -1.61358 -2.82487 -1.24606 -0.09 0.02 0.01
H -0.50828 -3.23357 -3.96276 -0.05 -0.04 -0.03
H -0.68848 -4.43687 -2.67986 -0.11 -0.02 -0.03
```
Forces are in eV/Å.

Results of the Mulliken charge analysis, in e, for atoms 1 through 6: 1.32 -0.46 0.54 -0.86 -0.35 -1.08

***

No. 3
DFT (ωB97M-V with the def2-TZVPD basis set) results for a single C2H5NO3S molecule.

Multiplicity: 3
Maximum force, eV/A: 5.078
Molar mass, g mol⁻¹: 123.13
HOMO energy (alpha / beta), eV: -7.205 / -10.100

```
12
Properties=species:S:1:pos:R:3:forces:R:3
C 1.48256 -0.03884 -0.52115 0.17 2.53 1.38
C 0.47787 -0.37869 0.63688 0.74 0.30 0.33
N -2.51495 -0.28406 -0.06092 -0.82 -0.53 0.39
O -2.29574 -1.44737 -0.00616 -0.75 -2.20 -0.53
O -3.43299 0.35892 -0.43380 -1.67 0.23 -0.91
O 1.74764 1.40498 -0.32364 4.19 -2.76 -0.81
S -0.87545 0.76054 0.55398 2.56 2.51 1.06
H 1.02835 -0.01419 -1.50505 -0.17 -1.17 -0.13
H 2.46786 -0.57206 -0.48258 -1.15 0.41 0.04
H 0.87725 -0.21760 1.67113 0.33 0.08 -0.95
H 0.09458 -1.36568 0.64877 -0.38 -1.16 -0.47
H 0.94301 1.79406 -0.17747 -3.05 1.75 0.61
```
Forces are in eV/Å.

Results of the Mulliken charge analysis, in e, for atoms 1 through 6: -0.30 -0.44 0.83 -0.54 -0.55 -0.45

***

No. 4
DFT (ωB97M-V with the def2-TZVPD basis set) results for a single C4H7NO3 molecule.

SMILES: C=C(CO)C(=O)NO
Maximum force, eV/A: 4.242
Molar mass, g mol⁻¹: 117.10
HOMO energy, eV: -9.643

```
15
Properties=species:S:1:pos:R:3:forces:R:3
C -0.75504 -0.83356 1.33831 -0.69 -0.43 -0.80
C 0.19895 -0.41273 0.27092 -2.77 3.10 0.42
C 1.40814 -0.82764 0.26423 2.93 -0.67 -0.65
C -0.53996 0.66983 -0.62148 3.65 -1.77 1.25
H -2.40622 -1.15510 0.44784 -0.48 -0.03 -0.40
H -0.36431 -1.35183 2.23538 0.16 0.02 -0.79
H -1.32711 0.02873 1.69229 0.11 -0.07 0.06
H 2.19197 -0.53547 -0.42464 -0.22 -0.11 -0.07
H 1.67195 -1.54176 1.01228 0.40 -0.38 0.41
H -0.45136 2.22647 -1.82995 1.50 -0.50 0.54
H 2.05584 1.39504 -1.82217 -0.69 0.01 0.02
N 0.17896 1.48518 -1.42842 -2.29 0.01 -1.49
O -1.61240 -1.67766 0.53842 -0.36 -0.52 1.30
O -1.70703 0.80310 -0.54449 -3.40 0.36 -0.05
O 1.45762 1.72740 -1.12852 2.14 1.00 0.25
```
Forces are in eV/Å.

Results of the Mulliken charge analysis, in e, for atoms 1 through 6: -0.68 0.71 -0.90 0.38 0.31 0.36

***

No. 5
DFT (ωB97M-V with the def2-TZVPD basis set) results for a molecular structure, C4Ag7O12.

Charge: -1
Maximum force, eV/A: 10.163
Molar mass, g mol⁻¹: 995.11
HOMO energy, eV: -3.559

```
23
Properties=species:S:1:pos:R:3:forces:R:3
Ag 8.74766 -19.07131 9.10231 -0.26 0.61 0.89
Ag 7.30974 -17.09734 5.03753 -0.48 0.95 0.63
Ag 2.85479 -17.32982 7.20033 0.13 1.10 1.14
Ag 7.69343 -13.93987 7.01039 -1.08 -0.89 -0.48
Ag 9.70850 -14.70779 11.55531 -0.76 -0.79 -0.07
Ag 3.15568 -18.61825 12.18227 -0.05 0.88 -0.62
Ag 7.07781 -17.00407 13.46639 0.59 -0.33 -1.07
C 1.58365 -15.14632 9.86445 -0.20 -0.55 0.11
O 1.37626 -14.89454 8.66894 -0.03 -0.06 -3.38
O 1.63791 -16.36071 10.18790 0.58 -3.83 0.38
O 1.67569 -14.29047 10.70920 0.42 2.86 2.59
C 5.78387 -13.18311 4.11515 0.39 5.77 2.82
O 6.94316 -12.86869 3.76163 0.59 -1.33 -1.31
O 5.56562 -14.16294 4.91291 -0.31 -1.71 0.04
O 4.93115 -12.15297 4.16863 0.42 -3.41 -0.77
C 6.33469 -16.84309 9.30923 2.33 -0.06 -2.04
O 6.25924 -17.19292 8.09409 -1.11 -1.57 -4.67
O 7.27877 -15.99997 9.45401 2.08 2.70 2.04
O 5.71022 -17.46494 10.12949 -2.16 -1.23 4.40
C 9.91454 -19.54096 12.30929 -2.97 -5.49 -1.69
O 9.03497 -20.12323 12.93268 -1.73 -2.16 4.10
O 9.74723 -18.39142 12.08660 0.24 10.12 -0.89
O 10.55402 -20.19902 11.47417 3.37 -1.58 -2.16
```
Forces are in eV/Å.

Results of the Mulliken charge analysis, in e, for atoms 1 through 6: 0.81 0.33 0.80 0.64 0.43 0.35

***

No. 6
DFT (ωB97M-V with the def2-TZVPD basis set) results for a molecular structure, C7H14N7O.

Charge: +1
Maximum force, eV/A: 4.019
Molar mass, g mol⁻¹: 212.24
HOMO energy, eV: -13.248

```
29
Properties=species:S:1:pos:R:3:forces:R:3
C -1.47242 -1.67112 -0.07385 -0.79 0.34 0.04
C 3.27926 0.82694 -0.00402 0.11 -0.34 -0.08
C 2.59459 0.44665 -1.31196 -0.07 0.37 0.11
C 2.94941 -0.20155 1.07316 -0.11 0.33 0.08
C 1.08234 0.38579 -1.11533 0.19 -0.42 -0.11
C 1.43849 -0.29706 1.28415 0.19 -0.41 -0.19
C 0.73307 -0.63443 -0.03001 0.31 0.27 0.00
N -3.77317 1.99437 0.12611 -0.08 1.11 -0.04
N -2.77717 1.38447 0.26212 0.15 -1.18 0.03
N -4.74142 0.02950 -0.10255 -0.08 -2.11 -0.07
N -4.89313 1.37188 -0.06819 0.14 -0.52 0.08
N -3.55879 -0.29095 0.06691 -0.34 4.00 -0.07
N -0.71584 -0.62955 0.18013 0.24 0.55 0.16
N -2.95567 -1.40650 0.13965 0.06 -1.82 -0.01
O -1.23327 -2.77888 -0.42890 0.10 -0.37 -0.03
H 4.35819 0.87869 -0.14806 0.02 0.07 0.01
H 2.93874 1.81417 0.31391 0.02 0.11 0.03
H 2.83226 1.17648 -2.08637 0.01 -0.07 -0.07
H 2.95924 -0.52613 -1.64437 0.04 -0.06 -0.09
H 3.33963 -1.17622 0.77615 0.05 -0.08 0.03
H 3.42482 0.07633 2.01402 0.04 -0.10 0.03
H 0.71731 1.37063 -0.81441 -0.08 0.10 0.03
H 0.59035 0.11031 -2.04963 -0.09 0.03 -0.01
H 1.21339 -1.06542 2.02519 -0.09 0.04 0.07
H 1.06553 0.65937 1.65526 -0.09 0.11 0.07
H 1.00811 -1.64033 -0.35879 -0.06 0.09 0.04
H -5.79845 1.80989 -0.19514 0.18 0.04 0.03
H -1.10797 0.25097 0.48708 0.06 -0.37 -0.03
H -3.49743 -2.26829 0.02773 -0.04 0.29 -0.02
```
Forces are in eV/Å.

Results of the Mulliken charge analysis, in e, for atoms 1 through 6: 0.57 -0.63 -0.72 -0.67 -0.79 -0.75

***

In kcal/mol, the energy relative to the best compared isomer or geometry (same formula, charge and spin) values for the records above are, in order, 186.3, 54.2, 70.8, 98.4, 306.9, 0.0.